C30H41Br2F6N4O8P2S | wB97M-V/def2-TZVPD

```
! RIJCOSX wB97M-V def2-TZVPD def2/J DEFGRID3
* xyz 1 1
Br 6.567 -0.038 -1.980
Br 2.924 -6.842 2.872
S 7.032 -1.342 3.181
P 5.698 -5.114 0.217
P 1.785 -6.416 1.038
F -8.141 4.300 -2.695
F -5.557 0.829 4.054
F -6.973 -0.079 2.707
F -7.333 5.685 -1.241
F -7.800 3.650 -0.659
F -7.313 -0.149 4.850
O -8.846 1.715 3.316
O -5.233 3.294 -1.261
O -5.527 4.486 -3.147
O 2.706 -4.977 0.631
O 2.109 -5.114 -1.524
O -7.181 2.968 4.197
O 2.482 -7.481 0.049
O 5.458 -5.103 1.670
N -3.204 0.995 1.258
N -2.725 -0.719 -0.285
N 5.409 -1.442 -1.534
N -4.400 -1.096 1.276
C -3.525 -0.314 0.810
C 3.584 3.570 -1.169
C 3.831 1.026 -0.104
C 7.413 -2.635 -0.679
C 3.870 2.130 0.748
C 3.713 -3.474 -0.913
C -4.177 4.191 -3.568
C 3.679 1.184 -1.477
C -6.857 0.607 3.850
C 2.748 -4.611 -0.630
C -9.734 2.858 3.235
C 5.076 -3.594 -0.617
C 1.727 -2.171 -1.789
C -4.088 2.821 -4.204
C 7.745 -2.380 0.805
C -0.372 -1.036 -0.919
C 5.941 -2.556 -0.956
C -5.892 3.975 -1.989
C -7.330 4.410 -1.644
C 3.544 2.463 -2.004
C 7.119 -1.105 1.381
C 3.745 3.402 0.202
C -7.636 1.939 3.797
C 3.629 0.002 -2.434
C 4.080 -1.280 -1.816
C 4.065 1.941 2.228
C -1.444 -1.305 0.125
C -9.483 3.652 1.973
C 3.198 -2.313 -1.518
C 0.970 -1.675 -0.537
H 1.509 -1.512 -2.622
H -10.205 4.461 1.877
H 3.490 4.558 -1.596
H -1.172 -0.878 1.089
H 4.112 2.909 2.723
H 7.996 -1.994 -1.324
H 5.013 1.441 2.424
H -9.627 3.466 4.132
H 3.774 4.261 0.858
H -0.721 -1.467 -1.859
H 1.582 -0.983 0.039
H 7.517 -3.248 1.423
H 2.629 -0.082 -2.838
H 3.942 0.036 0.326
H -3.357 1.059 2.258
H 7.759 -0.253 1.172
H 7.058 -5.221 -0.092
H -3.503 4.283 -2.718
H -3.932 4.973 -4.283
H -4.318 2.039 -3.482
H 5.094 -6.146 -0.521
H -4.793 2.738 -5.031
H 8.827 -2.258 0.858
H -0.257 0.041 -1.034
H 6.418 -0.201 3.507
H -9.566 3.003 1.102
H -3.277 -1.371 -0.828
H 7.720 -3.648 -0.926
H 1.321 -3.136 -2.064
H 3.427 2.598 -3.072
H -8.482 4.081 1.976
H -3.780 1.688 0.796
H 4.283 0.213 -3.282
H 2.649 -7.148 -0.842
H -3.080 2.655 -4.585
H 3.244 1.387 2.676
H -1.571 -2.385 0.244
H -10.736 2.436 3.236
H 6.112 -0.935 1.008
H 0.742 -2.551 0.075
H -4.916 -0.638 2.020
*
```

Calculated values
HOMO level: -10.696 eV
calculated total energy: -8816.67764 a.u.
Kohn-Sham gap: 6.23 eV
E_LUMO: -4.461 eV

Mulliken population analysis, charges in e, atoms 1 to 2: 0.114 -0.128

C30H41CdN8O4S | wB97M-V/def2-TZVPD

```
! RIJCOSX wB97M-V def2-TZVPD def2/J DEFGRID3
* xyz 1 1
Cd 0.534 -1.318 -0.940
S 0.997 0.830 1.367
O -3.093 -0.223 -2.698
O -1.240 -0.093 -1.502
O 2.436 0.444 2.158
O 0.901 2.278 1.308
N 1.471 0.227 -0.083
N 2.248 0.211 -2.203
N -2.590 -1.091 2.211
N -0.898 -1.956 0.673
N -4.296 2.395 -3.198
N -2.527 2.314 -1.728
N 0.146 -1.780 -3.173
N -2.183 2.074 -4.022
C -4.717 -2.193 2.719
C 2.711 1.016 3.374
C 1.213 -4.022 0.147
C 1.454 -4.268 -1.199
C 3.031 0.691 -3.167
C 3.044 1.966 -0.766
C -1.280 -0.637 -4.914
C 3.791 2.685 7.180
C 2.758 0.866 5.769
C 3.437 -2.910 -1.089
C -1.205 -1.383 -3.564
C 3.321 2.263 3.446
C 2.571 -3.716 -1.814
C -1.915 -0.513 -2.483
C 3.188 -2.650 0.251
C 3.388 2.102 5.858
C -3.273 -1.950 3.162
C -1.717 -1.548 1.383
C 3.841 2.442 -1.778
C 3.653 2.792 4.679
C -5.430 -0.861 2.494
C -2.991 2.176 -2.971
C 2.078 -3.208 0.870
C 3.843 1.795 -3.017
C -0.766 1.758 -4.032
C -4.656 -0.006 1.491
C -3.218 0.197 1.974
C 2.409 0.329 4.543
C 2.255 0.824 -1.001
C -0.449 0.649 -5.038
H -4.940 2.298 -2.429
H 2.797 -3.957 -2.844
H 4.473 3.303 -1.614
H 0.380 -4.503 0.642
H -0.602 1.038 -6.048
H 0.398 -2.661 -3.613
H 3.389 3.690 7.301
H 4.876 2.757 7.243
H 0.806 -4.940 -1.747
H -5.141 0.965 1.383
H -5.232 -2.768 3.488
H 0.822 -1.082 -3.483
H -4.642 -0.498 0.516
H -3.265 -1.443 4.133
H -4.680 2.216 -4.109
H 3.011 0.148 -4.106
H 4.325 -2.514 -1.560
H -5.514 -0.326 3.442
H -3.214 0.750 2.919
H -1.670 1.815 -1.488
H -1.825 -2.286 -3.657
H 3.543 2.803 2.539
H 4.139 3.757 4.731
H -2.618 0.743 1.243
H -2.335 -0.410 -5.080
H -0.206 2.654 -4.318
H 1.922 -0.633 4.488
H -6.440 -1.042 2.128
H -3.219 2.279 -0.994
H -2.726 -2.890 3.252
H 4.459 2.143 -3.830
H 1.913 -3.044 1.926
H -0.965 -1.311 -5.715
H 3.022 2.444 0.200
H -2.624 2.061 -4.932
H 2.538 0.311 6.669
H 0.615 0.427 -4.946
H 3.446 2.067 8.006
H 3.876 -2.047 0.824
H -4.722 -2.777 1.795
H -0.439 1.464 -3.036
*
```

Calculated values
HOMO level: -10.129 eV
calculated total energy: -2472.58331 a.u.
Kohn-Sham gap: 8.24 eV
E_LUMO: -1.893 eV

Mulliken population analysis, charges in e, atoms 1 to 2: 3.285 0.210